[1]
# C30H28BF4O18

7 unconnected molecules or ions with the total composition C30H28BF4O18 at a distorted geometry (ωB97M-V/def2-TZVPD, OMol25).

Properties
**Charge**: -1
**Energy**: -2938.39251 hartree
**Energy above the lowest of the compared OMol25 structures with the same formula, charge and spin**: 172.4 kJ/mol
**HOMO level**: -6.6261 eV
**Gap between HOMO and LUMO**: 5.972 eV

Each line ends with the Löwdin charge.
Positions of all 81 atoms, in Å:
B 8.902 37.306 39.521  -1.4228
F 9.009 35.909 39.870  0.0617
F 8.000 37.319 38.459  0.1008
F 8.511 38.043 40.536  0.2132
F 10.058 37.832 39.087  0.1765
C 13.379 43.633 41.784  0.0979
C 13.642 42.785 43.069  -0.1377
C 13.108 41.459 43.135  -0.5088
O 13.352 40.778 44.060  0.1313
C 12.294 40.971 42.090  0.1117
C 12.018 41.825 40.782  -0.1144
C 12.448 43.217 40.744  -0.3838
O 12.377 43.951 39.751  0.0984
O 11.371 41.292 39.749  0.1451
O 14.563 43.076 44.028  0.0876
H 13.882 44.656 41.759  0.1301
H 11.797 40.014 42.286  0.1192
H 10.999 40.445 39.915  0.1067
H 14.612 42.301 44.601  0.1043
C 12.727 33.622 43.850  0.1493
C 11.980 34.277 42.697  -0.1779
C 12.346 34.154 41.327  -0.3561
O 11.721 34.461 40.313  0.1330
C 13.731 33.687 41.068  0.1645
C 14.590 33.064 42.220  -0.0745
C 14.120 33.124 43.536  -0.3679
O 14.849 32.700 44.474  0.0580
O 15.927 32.529 42.025  0.0666
O 10.779 34.811 42.795  0.1389
H 12.355 33.686 44.788  0.0666
H 14.001 33.570 40.122  0.0558
H 16.316 32.284 42.809  0.0383
H 10.432 35.053 41.944  0.0938
C 2.493 39.400 39.907  0.1156
C 2.600 38.588 41.165  -0.2215
C 3.764 37.739 41.351  -0.3587
O 3.912 36.956 42.282  0.0788
C 4.872 37.854 40.272  0.1218
C 4.844 38.852 39.141  -0.1130
C 3.542 39.580 38.876  -0.4206
O 3.444 40.043 37.830  0.1757
O 5.898 39.129 38.308  0.1219
O 1.661 38.561 42.102  0.0690
H 1.544 39.872 39.913  0.0898
H 5.789 37.253 40.503  0.1140
H 6.543 38.541 38.264  -0.0117
H 1.730 37.812 42.791  0.1694
C 4.913 31.337 39.589  0.0916
C 4.384 32.197 38.424  -0.1553
C 5.041 33.381 38.052  -0.5122
O 4.560 34.069 37.205  0.1179
C 6.246 33.776 38.684  0.1183
C 6.801 32.844 39.910  -0.0941
C 6.048 31.680 40.354  -0.4455
O 6.490 30.973 41.234  0.1202
O 7.903 33.181 40.568  0.1303
O 3.329 31.790 37.675  0.0767
H 4.532 30.289 39.785  0.1336
H 6.828 34.745 38.268  0.1468
H 8.363 33.945 40.256  0.0761
H 2.922 32.584 37.223  0.1463
C 7.242 38.403 35.291  0.0135
C 8.353 39.568 35.058  -0.3907
O 9.221 39.397 34.172  0.0032
C 8.418 40.843 35.846  -0.0427
H 7.273 37.694 34.535  0.0314
H 6.280 38.925 35.369  0.0742
H 7.305 37.801 36.201  0.0492
H 7.411 41.442 35.743  0.1189
H 9.202 41.567 35.496  0.0885
H 8.604 40.729 36.879  0.0491
C 8.070 32.522 35.173  0.0216
C 8.018 34.060 35.431  -0.3961
O 7.276 34.880 34.850  0.0383
C 8.934 34.555 36.558  -0.0605
H 8.744 32.124 34.746  -0.0376
H 7.422 32.261 34.399  0.0753
H 7.788 32.010 36.022  0.0679
H 8.875 34.315 37.695  0.0651
H 8.821 35.760 36.864  0.1249
H 10.107 34.388 36.347  0.1197



[2]
# C30H28Cl2F2MoN3O

A molecular structure, C30H28Cl2F2MoN3O (ωB97M-V/def2-TZVPD, OMol25).

Properties
**Charge**: +1
**Energy**: -2587.62236 hartree
**Energy above the lowest of the compared OMol25 structures with the same formula, charge and spin**: 3.7 kJ/mol
**HOMO level**: -11.2031 eV
**Gap between HOMO and LUMO**: 8.035 eV

Each line ends with the Löwdin charge.
Positions of all 67 atoms, in Å:
Mo -0.691 0.600 -0.061  1.5253
F 2.681 -0.047 4.251  0.0842
C 1.697 -0.575 3.507  -0.2597
C 1.281 0.098 2.368  -0.0408
C 0.266 -0.448 1.596  -0.2111
C -0.331 -1.663 1.974  -0.1337
C 0.127 -2.286 3.131  -0.2009
F -0.421 -3.446 3.544  0.0780
C 1.139 -1.767 3.916  0.0877
C -1.405 -2.176 1.110  -0.1840
C -2.043 -3.408 1.223  0.0235
C -3.021 -3.755 0.310  -0.0239
C -3.354 -2.876 -0.708  -0.0317
C -2.689 -1.670 -0.771  -0.1048
N -1.743 -1.328 0.114  -0.0210
H 1.746 1.044 2.132  0.0929
H 1.468 -2.276 4.809  0.1417
H -1.768 -4.081 2.016  0.1141
H -3.518 -4.711 0.394  0.1210
H -4.110 -3.107 -1.442  0.1160
H -2.909 -0.935 -1.533  0.0974
C 1.243 3.135 -2.515  0.0036
N 2.279 2.813 -1.543  -0.1439
C 3.661 3.049 -1.943  -0.0091
C 2.005 2.274 -0.379  -0.2634
O 0.852 2.032 0.049  -0.1850
H 1.356 2.479 -3.379  0.1052
H 1.367 4.171 -2.826  0.1047
H 0.267 2.997 -2.061  0.0545
H 3.933 2.382 -2.761  0.1030
H 4.319 2.875 -1.096  0.0957
H 3.768 4.081 -2.272  0.1019
H 2.874 2.054 0.252  0.1549
Cl -2.595 1.133 -4.236  0.7454
C -1.182 0.140 -4.177  -0.6005
C -0.735 -0.467 -5.341  -0.0911
C 0.404 -1.256 -5.309  -0.0580
C 1.108 -1.438 -4.125  -0.0934
C 0.646 -0.821 -2.981  -0.5759
Cl 1.531 -1.011 -1.489  0.7605
C -0.506 -0.032 -2.965  -0.4144
N -0.940 0.599 -1.798  -0.1840
H -1.283 -0.315 -6.259  0.1123
H 0.749 -1.731 -6.215  0.1164
H 1.998 -2.047 -4.090  0.1118
C -4.176 2.421 1.560  -0.0575
C -3.246 2.470 0.345  -0.5446
C -3.989 1.893 -0.858  -0.0540
C -2.021 1.650 0.687  -0.1505
C -2.752 3.888 0.053  -0.1756
C -2.950 4.940 0.935  -0.0229
C -2.496 6.218 0.632  -0.0659
C -1.840 6.462 -0.562  -0.0804
C -1.638 5.416 -1.454  -0.0774
C -2.083 4.143 -1.145  -0.0500
H -4.493 1.393 1.737  0.0914
H -5.071 3.020 1.389  0.1007
H -3.694 2.783 2.467  0.0823
H -4.408 0.916 -0.610  0.0827
H -3.348 1.775 -1.723  -0.0001
H -4.810 2.558 -1.125  0.1040
H -1.751 1.661 1.760  0.0951
H -3.473 4.779 1.868  0.1043
H -2.665 7.024 1.331  0.1077
H -1.499 7.459 -0.802  0.1053
H -1.144 5.600 -2.399  0.1023
H -1.925 3.339 -1.851  0.0818



[3]
# C30H28F3N6O3SSe2Ti

A molecular structure, C30H28F3N6O3SSe2Ti at a distorted geometry (ωB97M-V/def2-TZVPD, OMol25).

Properties
**Charge**: +1
**Energy**: -8064.23710 hartree
**HOMO level (alpha / beta)**: -9.8980 / -9.8984 eV
**Gap between HOMO and LUMO (alpha / beta)**: 6.406 / 6.408 eV

Each line ends with the Löwdin charge.
Positions of all 74 atoms, in Å:
Ti 0.005 -0.056 -0.943  0.9208
C 0.034 2.118 2.592  -0.1653
C -0.141 1.183 3.781  -0.1001
C 0.837 0.045 3.904  -0.2652
C 1.089 -0.504 5.161  -0.0181
C 2.027 -1.510 5.284  -0.0536
C 2.714 -1.917 4.149  -0.0510
C 2.410 -1.300 2.950  -0.1521
N 1.477 -0.357 2.812  0.0546
N -0.598 1.766 1.285  -0.1256
C -0.355 2.915 0.406  -0.1364
C -1.176 2.813 -0.849  -0.2521
C -1.686 3.963 -1.435  0.0062
C -2.631 3.859 -2.437  -0.0194
C -3.086 2.596 -2.785  -0.0198
C -2.500 1.496 -2.197  -0.1257
N -1.519 1.586 -1.282  0.0135
C -2.036 1.525 1.476  -0.1223
C -2.458 0.094 1.274  -0.2206
C -3.582 -0.362 1.955  -0.0018
C -4.003 -1.665 1.797  -0.0268
C -3.270 -2.492 0.959  -0.0252
C -2.167 -1.969 0.323  -0.1582
N -1.753 -0.698 0.461  0.0469
H 1.095 2.295 2.425  0.0891
H -0.411 3.083 2.879  0.1285
H -1.164 0.805 3.860  0.1131
H -0.015 1.802 4.672  0.1272
H 0.565 -0.127 6.031  0.1176
H 2.241 -1.949 6.249  0.1128
H 3.482 -2.676 4.195  0.1081
H 2.958 -1.551 2.052  0.0912
H 0.716 2.971 0.208  0.1127
H -0.643 3.856 0.896  0.1383
H -1.362 4.927 -1.067  0.1287
H -3.039 4.745 -2.904  0.1217
H -3.875 2.454 -3.510  0.1194
H -2.796 0.493 -2.468  0.0548
H -2.638 2.145 0.809  0.1362
H -2.350 1.831 2.475  0.1238
H -4.108 0.318 2.614  0.1258
H -4.875 -2.033 2.321  0.1208
H -3.544 -3.524 0.793  0.1186
H -1.583 -2.589 -0.338  0.0515
Se -1.212 -1.508 -2.791  0.8172
Se 2.284 -1.439 -2.624  0.9150
C 1.860 -2.935 -1.693  -0.6505
C 2.320 -4.238 -2.019  -0.0729
C 1.969 -5.333 -1.289  -0.0388
C 1.129 -5.189 -0.165  -0.0365
C 0.693 -3.945 0.152  -0.0207
N 1.050 -2.870 -0.608  -0.1616
C -0.468 -0.084 -3.786  -0.7360
C -0.667 0.235 -5.122  -0.0613
C -0.049 1.369 -5.617  -0.0363
C 0.734 2.162 -4.780  -0.0310
C 0.869 1.794 -3.458  -0.1039
N 0.277 0.690 -2.994  -0.1796
H 2.968 -4.323 -2.879  0.1108
H 2.339 -6.310 -1.568  0.1194
H 0.835 -6.029 0.444  0.1151
H 0.072 -3.700 0.999  0.1374
H -1.283 -0.400 -5.743  0.1162
H -0.174 1.645 -6.656  0.1176
H 1.234 3.046 -5.148  0.1136
H 1.462 2.354 -2.745  0.1270
F 5.138 1.254 0.406  0.1264
C 4.197 0.654 -0.323  -0.7416
F 4.536 -0.629 -0.462  0.0829
F 4.142 1.236 -1.515  0.1184
S 2.585 0.765 0.663  0.9582
O 2.681 2.097 1.253  -0.4073
O 1.599 0.904 -0.600  -0.6048
O 0.592 -1.681 -0.166  -0.3353